Entry 1:
Formula: C24H72KN12O4P4
Source: the OMol25 dataset
Level of theory: wB97M-V/def2-TZVPD

Summary:
2S+1 ... 1
Total charge ... +1
E_HOMO ... -0.3914 hartree

Each line ends with the Mulliken charge.
CARTESIAN COORDINATES (ANGSTROEM)
K1 -10.971 -3.679 17.436  1.007
O1 -9.621 -5.521 15.918  -0.190
P1 -9.160 -6.892 15.975  -0.457
N1 -9.901 -7.838 17.045  0.523
C1 -11.325 -8.083 16.896  -0.975
C2 -9.179 -8.788 17.859  -0.922
N2 -7.550 -6.998 16.410  0.316
C3 -6.877 -5.920 17.092  -1.028
C4 -6.674 -8.084 16.077  -1.152
N3 -9.377 -7.642 14.543  0.828
C5 -9.062 -6.934 13.354  -1.102
C6 -9.597 -9.051 14.293  -1.055
H1 -11.801 -8.311 17.857  0.438
H2 -11.500 -8.938 16.166  0.195
H3 -11.753 -7.195 16.438  0.152
H4 -8.122 -8.461 17.864  0.252
H5 -9.283 -9.800 17.473  0.312
H6 -9.561 -8.835 18.848  0.330
H7 -5.963 -5.655 16.569  0.351
H8 -7.539 -5.051 17.073  0.159
H9 -6.530 -6.187 18.062  0.294
H10 -6.172 -8.517 16.952  0.439
H11 -7.090 -8.892 15.495  0.260
H12 -5.788 -7.736 15.520  0.316
H13 -8.156 -7.286 12.857  0.289
H14 -9.910 -7.025 12.613  0.308
H15 -8.992 -5.850 13.567  0.238
H16 -8.711 -9.558 13.911  0.296
H17 -10.486 -9.175 13.592  0.269
H18 -9.894 -9.560 15.206  0.243
O2 -13.875 -3.707 17.004  -0.229
P2 -14.997 -4.144 16.081  -0.360
N4 -15.618 -5.555 16.683  0.843
C7 -15.476 -5.903 18.084  -0.659
C8 -16.543 -6.452 16.048  -1.194
N5 -14.544 -4.564 14.594  0.453
C9 -14.629 -3.709 13.412  -1.058
C10 -13.469 -5.590 14.532  -1.143
N6 -16.191 -3.057 15.943  0.515
C11 -16.243 -1.975 16.854  -0.813
C12 -17.461 -3.312 15.330  -1.181
H19 -14.815 -5.205 18.499  -0.379
H20 -15.158 -6.908 18.232  0.425
H21 -16.431 -5.843 18.619  0.372
H22 -16.301 -6.436 14.983  0.346
H23 -17.565 -6.117 16.171  0.243
H24 -16.428 -7.458 16.408  0.386
H25 -13.639 -3.428 13.041  0.251
H26 -15.131 -4.153 12.538  0.243
H27 -15.136 -2.815 13.699  0.412
H28 -12.436 -5.117 14.547  0.171
H29 -13.530 -6.362 15.301  0.310
H30 -13.502 -6.073 13.535  0.451
H31 -16.886 -2.137 17.702  0.374
H32 -15.255 -1.860 17.349  -0.142
H33 -16.513 -1.078 16.316  0.411
H34 -18.188 -3.823 15.963  0.295
H35 -17.469 -3.841 14.382  0.321
H36 -17.941 -2.352 15.123  0.391
O3 -10.806 -1.734 15.580  -0.269
P3 -10.729 -0.515 14.759  -0.427
N7 -9.591 0.607 15.135  0.434
C13 -8.198 0.201 14.981  -0.998
C14 -9.760 1.545 16.221  -0.979
N8 -12.094 0.263 14.948  0.677
C15 -12.224 1.534 14.312  -1.266
C16 -13.350 -0.468 15.025  -1.190
N9 -10.416 -0.924 13.172  0.353
C17 -9.943 -2.265 12.825  -0.861
C18 -9.936 0.079 12.196  -0.900
H37 -7.655 -0.079 15.870  0.347
H38 -7.623 0.979 14.511  0.327
H39 -8.166 -0.703 14.378  0.280
H40 -10.800 1.529 16.477  0.295
H41 -9.382 2.529 15.942  0.275
H42 -9.218 1.071 17.074  0.346
H43 -12.602 1.457 13.265  0.313
H44 -12.836 2.278 14.858  0.283
H45 -11.278 2.081 14.219  0.453
H46 -13.166 -1.448 15.449  0.087
H47 -14.087 0.032 15.649  0.454
H48 -13.824 -0.654 14.050  0.303
H49 -10.142 -2.384 11.729  0.434
H50 -8.835 -2.386 12.910  0.276
H51 -10.480 -3.037 13.371  0.001
H52 -10.275 -0.038 11.153  0.288
H53 -8.858 0.080 12.203  0.376
H54 -10.263 1.020 12.608  0.302
O4 -11.305 -3.195 19.869  -0.834
P4 -12.212 -2.442 20.753  -0.096
N10 -12.443 -0.873 20.368  0.501
C19 -12.747 0.089 21.436  -1.098
C20 -12.486 -0.488 19.024  -0.917
N11 -11.484 -2.415 22.266  0.294
C21 -10.025 -2.344 22.300  -1.050
C22 -12.128 -2.475 23.573  -1.031
N12 -13.681 -3.070 20.816  0.957
C23 -14.933 -2.388 20.579  -0.970
C24 -13.786 -4.465 21.087  -1.114
H55 -13.713 0.469 21.147  0.457
H56 -12.091 0.983 21.602  0.240
H57 -12.958 -0.453 22.331  0.321
H58 -12.090 0.538 18.805  0.402
H59 -13.490 -0.493 18.552  0.277
H60 -11.793 -1.088 18.421  -0.041
H61 -9.728 -2.657 23.317  0.354
H62 -9.574 -3.081 21.638  0.289
H63 -9.618 -1.343 22.122  0.260
H64 -11.516 -3.154 24.216  0.369
H65 -11.993 -1.519 24.039  0.462
H66 -13.180 -2.836 23.550  0.207
H67 -15.667 -3.084 20.207  0.467
H68 -15.403 -1.833 21.387  0.179
H69 -14.714 -1.618 19.835  0.056
H70 -14.119 -5.177 20.320  0.208
H71 -14.507 -4.601 21.948  0.476
H72 -12.806 -4.847 21.396  0.367

---

Entry 2:
Formula: C24H72N2O19
Source: the OMol25 dataset
Level of theory: wB97M-V/def2-TZVPD

Summary:
2S+1 ... 1
Relative energy (zero: lowest compared OMol25 entry of this formula, charge and spin) ... 180.1 kJ/mol
Total charge ... 0
E_HOMO ... -0.3374 hartree
SMILES ... COC[C@H](C)N.COC[C@H](C)N.OCCO.OCCO.OCCO.OCCO.OCCO.OCCO.OCCO.OCCO.O

Each line ends with the Mulliken charge.
CARTESIAN COORDINATES (ANGSTROEM)
C1 2.098 3.024 2.437  -0.743
O1 1.374 2.156 1.597  -0.207
C2 2.262 1.452 0.725  -2.418
C3 1.430 0.458 -0.053  2.073
C4 0.581 -0.452 0.823  -1.145
N1 2.151 -0.314 -1.083  -0.213
H1 2.425 3.934 1.926  0.342
H2 2.870 2.513 3.011  0.355
H3 1.399 3.439 3.170  0.014
H4 2.749 2.196 0.088  0.619
H5 3.051 0.946 1.299  0.461
H6 0.686 1.074 -0.587  -0.078
H7 -0.216 0.149 1.265  0.233
H8 1.209 -0.765 1.665  0.232
H9 0.129 -1.303 0.320  0.589
H10 1.766 -1.233 -1.264  -0.610
H11 2.142 0.167 -1.975  0.471
C5 -4.325 6.604 1.217  -0.835
O2 -3.060 6.062 1.107  -0.325
C6 -3.021 4.671 0.782  -0.789
C7 -1.565 4.269 0.787  0.284
C8 -0.777 5.039 -0.271  -1.568
N2 -1.444 2.822 0.691  -0.193
H12 -4.351 7.625 0.810  0.284
H13 -4.716 6.719 2.237  0.283
H14 -5.163 6.167 0.653  0.324
H15 -3.597 4.161 1.567  0.407
H16 -3.588 4.497 -0.141  0.431
H17 -1.108 4.596 1.724  0.138
H18 -1.267 4.983 -1.244  0.264
H19 0.257 4.693 -0.370  0.378
H20 -0.621 6.073 0.043  0.449
H21 -0.469 2.493 0.636  -0.093
H22 -1.617 2.471 -0.264  0.565
O3 0.182 5.118 6.424  -0.501
C9 -0.241 3.831 5.992  -0.086
C10 -0.609 2.835 7.086  -0.304
O4 -1.771 3.287 7.808  -0.502
H23 -0.512 5.457 7.003  0.322
H24 -1.054 3.859 5.260  0.213
H25 0.617 3.467 5.416  0.117
H26 0.109 2.466 7.820  0.288
H27 -0.990 1.959 6.551  0.178
H28 -1.682 4.207 8.067  0.270
O5 7.374 0.760 -3.453  -0.522
C11 6.590 1.251 -2.392  -0.478
C12 5.611 0.216 -1.881  -0.197
O6 4.836 0.910 -0.913  -0.492
H29 8.008 1.399 -3.777  0.306
H30 7.206 1.503 -1.517  0.243
H31 6.055 2.155 -2.699  0.281
H32 6.089 -0.660 -1.431  0.235
H33 4.947 -0.156 -2.671  0.206
H34 3.955 0.500 -0.842  0.300
O7 -0.929 -1.837 -6.137  -0.542
C13 -0.473 -2.577 -4.984  0.220
C14 0.859 -1.980 -4.485  -0.072
O8 1.510 -2.926 -3.648  -0.247
H35 -0.226 -1.860 -6.799  0.308
H36 -1.292 -2.338 -4.305  -0.404
H37 -0.421 -3.642 -5.214  0.287
H38 0.734 -1.094 -3.866  -0.090
H39 1.396 -1.818 -5.427  0.467
H40 2.340 -3.273 -3.975  0.188
O9 -4.978 -2.784 -0.928  -0.601
C15 -4.527 -3.138 -2.247  -0.525
C16 -3.305 -4.050 -2.206  -0.479
O10 -2.167 -3.362 -1.721  0.363
H41 -4.329 -2.140 -0.612  0.245
H42 -5.338 -3.617 -2.795  0.411
H43 -4.310 -2.178 -2.721  0.104
H44 -3.091 -4.504 -3.175  0.423
H45 -3.564 -4.912 -1.576  0.359
H46 -2.391 -2.926 -0.870  -0.064
O11 -3.377 0.370 -3.987  -0.669
C17 -2.220 -0.064 -3.250  0.887
C18 -1.918 0.802 -2.061  -0.146
O12 -1.311 2.048 -2.278  -0.479
H47 -3.442 -0.172 -4.779  0.376
H48 -2.424 -1.075 -2.881  -0.790
H49 -1.404 -0.112 -3.980  0.350
H50 -1.175 0.158 -1.575  -0.205
H51 -2.829 0.831 -1.451  0.285
H52 -1.788 2.615 -2.892  0.310
O13 3.751 -3.730 0.739  -0.583
C19 3.203 -2.555 1.305  0.503
C20 4.121 -1.730 2.181  -0.718
O14 4.824 -0.707 1.478  -0.439
H53 4.676 -3.574 0.518  0.315
H54 2.791 -1.897 0.525  -0.080
H55 2.250 -2.750 1.806  0.260
H56 4.853 -2.408 2.640  0.397
H57 3.587 -1.181 2.955  0.369
H58 5.256 -1.057 0.694  0.238
O15 2.324 -4.527 -1.573  -0.698
C21 0.941 -4.376 -1.355  0.614
C22 0.151 -5.491 -2.018  -0.300
O16 0.662 -6.779 -1.571  -0.601
H59 2.785 -4.181 -0.790  0.336
H60 0.653 -4.334 -0.301  0.251
H61 0.562 -3.481 -1.874  -0.281
H62 0.230 -5.541 -3.102  0.098
H63 -0.883 -5.399 -1.693  0.069
H64 0.099 -7.077 -0.852  0.357
O17 -1.627 -1.613 3.474  -0.481
C23 -2.136 -2.848 2.914  -0.767
C24 -3.027 -2.526 1.747  -0.535
O18 -2.423 -1.974 0.574  0.193
H65 -1.003 -1.907 4.146  0.283
H66 -1.300 -3.479 2.607  0.289
H67 -2.769 -3.308 3.676  0.450
H68 -3.913 -1.969 2.080  0.421
H69 -3.554 -3.440 1.441  0.460
H70 -2.123 -1.136 0.990  -0.398
O19 -3.019 0.601 1.204  -0.580
H71 -2.580 1.475 0.982  0.251
H72 -3.366 0.707 2.096  0.178